{"formula": "C24H44O3P2RuS", "method": "ωB97M-V/def2-TZVPD", "elements": ["Ru", "C", "C", "C", "C", "C", "C", "H", "H", "H", "C", "H", "H", "H", "C", "H", "H", "H", "C", "H", "H", "H", "C", "H", "H", "H", "C", "C", "C", "C", "C", "C", "C", "C", "H", "H", "H", "H", "H", "H", "H", "H", "H", "H", "H", "H", "P", "C", "C", "P", "C", "C", "C", "H", "H", "H", "H", "H", "H", "H", "H", "H", "H", "H", "H", "H", "H", "C", "S", "O", "O", "O", "H", "H", "H"], "coordinates": [[1.4903, 1.6243, -0.6976], [2.6440, -0.8012, 1.5627], [2.8688, 0.4650, 0.8583], [1.9493, 0.8697, 2.9868], [2.0581, -0.5499, 2.8070], [2.4388, 1.4903, 1.8132], [3.0843, -2.1132, 1.0883], [3.3622, -2.1002, 0.0358], [2.2923, -2.8410, 1.2556], [3.9405, -2.5078, 1.6556], [1.6558, -1.5577, 3.8122], [2.0500, -2.5396, 3.5481], [0.5626, -1.6300, 3.8197], [1.9789, -1.2938, 4.8251], [1.5233, 1.5601, 4.2242], [2.1694, 2.4034, 4.5099], [1.4792, 0.8640, 5.0704], [0.5055, 1.9476, 4.0897], [2.6758, 2.9129, 1.4906], [3.7539, 3.1761, 1.4445], [2.1057, 3.5589, 2.1514], [2.2827, 3.1340, 0.4452], [4.0707, 0.7759, 0.0288], [4.8052, 1.3479, 0.6106], [3.8108, 1.3935, -0.8379], [4.5392, -0.1563, -0.2931], [-1.5653, -2.5893, -0.6845], [-0.6303, -3.0531, -1.5461], [0.7079, -2.1777, -1.4561], [0.5129, -0.7339, -1.1364], [-1.9817, 0.3883, -0.4165], [-3.2273, -0.0697, -0.6225], [-3.8257, -1.4090, -0.9373], [-3.0403, -2.7037, -0.5203], [1.2902, -2.2050, -2.4032], [1.2164, 0.0322, -1.7256], [1.3175, -2.6173, -0.6506], [-3.4458, -3.5729, -1.0759], [-1.0891, -1.9632, 0.0860], [-0.7131, -3.9578, -2.1504], [-3.2083, -2.8645, 0.5616], [-4.8470, -1.4090, -0.5096], [-4.0038, 0.6860, -0.5022], [-4.0234, -1.3955, -2.0094], [0.3134, -0.5036, -0.0350], [-1.4676, 0.2051, 0.5208], [-0.6675, -0.3767, -3.3064], [-2.1710, -1.3015, -3.9994], [0.1784, -0.4346, -4.9714], [-0.6238, 1.7390, -1.2152], [-1.2918, 1.2625, -2.9413], [0.7506, 2.9200, -2.1075], [-1.8980, 3.0597, -0.9579], [-3.1272, -0.8717, -3.6723], [-2.1250, -2.3672, -3.7251], [-2.1475, -1.2636, -5.1031], [-0.5606, -0.3219, -5.7808], [0.6524, -1.4238, -5.1002], [0.9389, 0.3421, -5.0833], [-2.6346, 2.9706, -1.7575], [-1.4917, 4.0703, -1.0185], [-2.4549, 2.9154, -0.0278], [-2.3817, 1.2094, -2.8526], [-0.9709, 1.9787, -3.7157], [0.4479, 3.9226, -1.8020], [0.6519, 2.6417, -3.1518], [1.8653, 2.8037, -1.9765], [-2.0202, -0.5100, 4.4702], [-1.8009, 0.2676, 2.8719], [-3.1456, 0.2503, 2.2915], [-1.2591, 1.6122, 3.0782], [-0.8392, -0.6346, 2.1789], [-2.8378, 0.0406, 4.9373], [-1.1186, -0.4756, 5.0858], [-2.3048, -1.5447, 4.2609]], "forces_ev_per_a": [[0.722, -2.189, 2.749], [0.117, 0.862, 0.141], [-1.072, 1.394, 1.558], [0.150, -1.644, 0.419], [0.072, 1.874, 0.339], [0.785, -1.325, -2.025], [0.251, -0.647, -0.083], [-0.021, -0.065, -0.001], [-0.088, -0.174, -0.131], [-0.068, 0.262, -0.028], [-0.358, -0.295, 0.084], [0.020, 0.005, 0.193], [0.147, -0.063, 0.017], [0.069, -0.073, -0.212], [-0.293, 0.137, 0.385], [-0.034, -0.257, -0.228], [0.088, 0.146, -0.206], [0.130, -0.011, -0.013], [-0.231, 0.496, -0.306], [-0.571, -0.063, 0.230], [0.244, 0.256, 0.096], [0.374, 0.290, 0.763], [0.168, -0.430, 0.225], [-0.033, -0.071, -0.216], [0.290, 0.122, -0.605], [-0.004, 0.261, -0.364], [1.278, 0.141, -0.243], [0.123, 1.597, 1.408], [0.200, -1.726, -0.460], [0.285, 0.985, 0.295], [1.483, 0.186, 0.546], [-0.693, 0.030, -0.188], [0.082, -0.587, 0.953], [-0.342, -0.534, 0.191], [-0.391, -0.450, 0.504], [-0.425, -1.678, 0.813], [-0.013, -0.024, -0.437], [0.052, 0.489, 0.271], [-0.733, 0.250, -0.340], [0.007, 0.578, -0.358], [-0.198, 0.041, -0.491], [0.531, -0.137, 0.033], [-0.079, 0.412, -0.676], [0.176, -0.051, -0.167], [0.239, -0.236, -1.470], [0.336, -1.045, 0.141], [-1.155, -1.840, -1.678], [0.075, -0.102, 0.042], [0.249, 0.450, -0.050], [-4.349, 0.373, -1.112], [0.624, 0.307, -0.113], [0.929, 0.817, -0.890], [0.013, 0.349, 0.292], [0.373, -0.155, -0.010], [-0.087, 0.451, 0.079], [-0.063, 0.107, 0.558], [0.333, 0.131, 0.320], [-0.167, 0.417, 0.216], [0.091, -0.150, 0.024], [0.112, -0.014, -0.008], [-0.040, -0.056, 0.254], [0.394, 0.161, 0.127], [0.314, 0.159, -0.098], [-0.506, -0.177, 0.397], [0.203, -0.068, -0.544], [-0.159, 0.688, 0.015], [0.408, 0.998, -0.706], [-0.123, 0.245, -0.266], [-0.092, -0.353, 0.810], [0.551, 0.013, -0.177], [-0.279, -0.470, -0.335], [-0.414, 0.578, -0.354], [0.098, -0.197, 0.144], [-0.078, 0.100, -0.195], [-0.028, 0.197, 0.152]], "multiplicity": 6, "homo_energy_ev": [-9.659, -10.665], "max_force_ev_per_a": 4.50, "charge": 1, "e_lumo_ev": [-4.1, -4.5], "total_energy_ev": -63719.7336}